A cluster of 14 separate species, C90H192N8O26S6 in total, computed with ωB97M-V/def2-TZVPD.

Computed properties:
highest occupied orbital energy (alpha / beta): -7.1 / -9.1 eV
ΔE to the lowest compared entry with this formula, charge and spin: 3.162 eV
gap between HOMO and LUMO (alpha / beta): 7.1869 / 9.1268 eV
spin multiplicity: 9
total energy: -226591.91453 eV
lowest unoccupied orbital energy (alpha / beta): 0.048 / 0.024 eV
strongest force on any atom: 8.01 eV/A

Geometry (Å):
C1 4.224 3.318 5.354
C2 3.573 4.526 4.757
C3 4.606 5.699 4.794
C4 4.217 6.923 4.037
C5 4.114 6.434 2.610
C6 3.021 5.387 2.318
N1 3.217 4.234 3.292
O1 2.823 3.073 3.005
C7 1.599 6.050 2.428
C8 3.371 4.845 0.960
C9 2.294 4.813 5.568
H1 5.127 3.029 4.803
H2 3.613 2.426 5.344
H3 4.641 3.430 6.358
H4 4.803 5.868 5.877
H5 5.489 5.183 4.433
H6 4.965 7.756 4.103
H7 3.238 7.295 4.351
H8 5.048 5.970 2.274
H9 4.058 7.287 1.939
H10 1.195 6.175 3.429
H11 1.688 6.972 1.840
H12 0.903 5.412 1.894
H13 2.746 4.007 0.676
H14 3.173 5.584 0.181
H15 4.392 4.581 0.859
H16 2.407 4.630 6.633
H17 1.518 4.153 5.174
H18 1.947 5.854 5.482
C10 -3.600 4.384 4.458
C11 -3.122 4.419 3.099
C12 -3.154 2.927 2.524
C13 -3.110 2.769 1.040
C14 -4.361 3.402 0.438
C15 -4.452 4.936 0.704
N2 -4.142 5.250 2.210
O2 -4.478 6.473 2.645
C16 -3.344 5.650 -0.163
C17 -5.803 5.395 0.376
C18 -1.736 5.080 2.976
H19 -3.687 5.356 4.941
H20 -2.942 3.812 5.109
H21 -4.582 3.829 4.447
H22 -2.257 2.461 2.939
H23 -3.989 2.389 3.002
H24 -3.094 1.713 0.809
H25 -2.135 3.194 0.789
H26 -5.234 2.921 0.900
H27 -4.386 3.157 -0.622
H28 -2.444 5.085 -0.408
H29 -3.823 5.759 -1.131
H30 -3.091 6.671 0.107
H31 -6.047 4.937 -0.576
H32 -6.557 5.117 1.075
H33 -5.955 6.450 0.194
H34 -1.103 5.052 2.075
H35 -1.110 4.582 3.739
H36 -1.764 6.116 3.373
C19 -6.474 -2.736 -6.762
C20 -6.193 -2.706 -5.181
C21 -6.162 -4.076 -4.413
C22 -4.931 -4.935 -4.752
C23 -3.754 -4.133 -4.192
C24 -3.534 -2.783 -4.898
N3 -4.854 -2.032 -4.953
O3 -4.774 -0.736 -5.190
C25 -2.604 -1.984 -4.067
C26 -2.947 -2.932 -6.449
C27 -7.299 -1.918 -4.477
H37 -6.225 -3.650 -7.333
H38 -6.034 -1.922 -7.364
H39 -7.555 -2.709 -6.943
H40 -6.203 -3.855 -3.334
H41 -7.102 -4.524 -4.688
H42 -4.882 -5.055 -5.847
H43 -5.060 -5.913 -4.292
H44 -2.771 -4.612 -4.222
H45 -3.895 -3.973 -3.117
H46 -2.163 -1.066 -4.501
H47 -3.152 -1.686 -3.172
H48 -1.703 -2.581 -3.856
H49 -1.876 -2.906 -6.402
H50 -3.328 -3.826 -6.964
H51 -3.242 -2.055 -7.038
H52 -7.310 -0.873 -4.776
H53 -7.105 -1.923 -3.421
H54 -8.313 -2.224 -4.785
C28 0.111 -6.402 -3.817
C29 1.086 -7.297 -3.109
C30 2.321 -7.367 -4.137
C31 3.626 -7.976 -3.586
C32 3.977 -7.004 -2.550
C33 3.032 -6.852 -1.338
N4 1.595 -6.687 -1.814
O4 0.713 -6.219 -0.976
C34 3.078 -8.029 -0.390
C35 3.448 -5.548 -0.701
C36 0.416 -8.636 -2.743
H55 -0.178 -6.721 -4.837
H56 0.614 -5.433 -3.998
H57 -0.834 -6.352 -3.239
H58 1.968 -7.845 -5.040
H59 2.360 -6.311 -4.339
H60 4.466 -8.014 -4.292
H61 3.435 -8.974 -3.196
H62 4.089 -6.003 -3.016
H63 5.007 -7.151 -2.233
H64 2.240 -8.144 0.320
H65 3.272 -9.011 -0.850
H66 3.920 -7.770 0.254
H67 2.964 -5.350 0.238
H68 4.532 -5.670 -0.618
H69 3.227 -4.736 -1.378
H70 1.067 -9.524 -2.723
H71 -0.411 -8.874 -3.406
H72 0.063 -8.553 -1.714
C37 -0.182 -3.061 5.818
C38 0.207 -1.662 5.516
C39 -0.789 -1.265 4.394
C40 -0.829 0.194 4.064
C41 -1.394 0.772 5.321
C42 -0.481 0.654 6.531
N5 0.041 -0.816 6.706
O5 0.494 -1.095 7.754
C43 0.773 1.515 6.570
C44 -1.254 1.010 7.724
C45 1.713 -1.576 5.047
H73 -0.060 -3.612 4.892
H74 -1.250 -3.191 6.052
H75 0.443 -3.468 6.583
H76 -0.584 -1.979 3.585
H77 -1.801 -1.610 4.679
H78 -1.380 0.345 3.153
H79 0.226 0.571 3.919
H80 -2.393 0.332 5.519
H81 -1.541 1.852 5.243
H82 1.276 1.471 5.583
H83 0.580 2.577 6.782
H84 1.409 1.200 7.387
H85 -1.446 2.069 7.741
H86 -2.234 0.533 7.748
H87 -0.739 0.721 8.659
H88 1.893 -2.556 4.605
H89 2.334 -1.480 5.926
H90 1.934 -0.785 4.330
C46 -1.325 9.339 -3.061
C47 0.145 8.804 -3.368
C48 0.957 8.480 -2.088
C49 0.541 7.087 -1.498
C50 0.864 6.072 -2.589
C51 -0.068 6.207 -3.768
N6 -0.012 7.587 -4.267
O6 -0.131 7.852 -5.497
C52 0.548 5.273 -4.835
C53 -1.528 5.861 -3.506
C54 1.003 9.869 -4.107
H91 -1.761 8.770 -2.257
H92 -1.921 9.048 -3.944
H93 -1.490 10.409 -2.886
H94 1.997 8.306 -2.424
H95 1.005 9.266 -1.349
H96 -0.509 7.131 -1.158
H97 1.068 6.915 -0.526
H98 0.956 5.050 -2.151
H99 1.849 6.363 -2.908
H100 -0.017 5.450 -5.769
H101 1.537 5.650 -5.059
H102 0.458 4.206 -4.675
H103 -1.867 4.824 -3.480
H104 -1.888 6.289 -2.592
H105 -2.078 6.383 -4.312
H106 0.568 10.040 -5.085
H107 2.044 9.445 -4.223
H108 1.093 10.821 -3.606
C55 -3.940 -3.766 1.470
C56 -3.447 -5.095 1.941
C57 -1.901 -5.042 2.177
C58 -1.438 -6.176 3.029
C59 -2.006 -6.057 4.422
C60 -3.528 -6.243 4.395
N7 -4.079 -5.358 3.306
O7 -5.435 -5.213 3.326
C61 -4.018 -7.693 4.180
C62 -4.108 -5.669 5.678
C63 -3.923 -6.216 0.928
H109 -3.402 -2.868 1.860
H110 -4.993 -3.581 1.619
H111 -3.804 -3.716 0.390
H112 -1.385 -4.936 1.236
H113 -1.819 -4.125 2.811
H114 -0.347 -6.234 3.107
H115 -1.721 -7.148 2.596
H116 -1.998 -5.015 4.800
H117 -1.559 -6.741 5.132
H118 -4.938 -7.606 3.620
H119 -3.355 -8.387 3.638
H120 -4.251 -8.207 5.129
H121 -3.765 -6.145 6.613
H122 -3.930 -4.605 5.813
H123 -5.188 -5.752 5.664
H124 -3.965 -5.801 -0.065
H125 -4.964 -6.540 1.155
H126 -3.346 -7.145 0.945
C64 0.505 0.901 -1.999
C65 0.385 0.595 -0.476
C66 -1.033 0.208 -0.013
C67 -1.428 -1.166 -0.276
C68 -0.522 -2.121 0.314
C69 0.995 -1.997 -0.124
N8 1.335 -0.511 -0.132
O8 2.647 -0.222 -0.137
C70 1.849 -2.596 0.997
C71 1.226 -2.577 -1.527
C72 0.775 1.875 0.246
H127 0.195 0.105 -2.667
H128 1.546 1.113 -2.223
H129 0.067 1.864 -2.284
H130 -1.000 0.368 1.073
H131 -1.692 0.920 -0.493
H132 -1.538 -1.266 -1.353
H133 -2.474 -1.338 -0.036
H134 -0.786 -3.160 0.193
H135 -0.557 -2.001 1.415
H136 2.930 -2.641 0.835
H137 1.772 -2.071 1.962
H138 1.645 -3.662 1.148
H139 1.173 -3.673 -1.519
H140 0.415 -2.275 -2.219
H141 2.223 -2.478 -1.961
H142 0.034 2.641 0.102
H143 1.685 2.346 -0.106
H144 0.893 1.721 1.324
O9 6.462 3.515 1.660
S1 6.481 2.259 0.921
O10 6.786 2.261 -0.473
O11 7.735 1.416 1.555
C73 7.678 1.147 3.078
C74 8.951 0.424 3.392
C75 4.991 1.237 1.288
H145 6.787 0.534 3.241
H146 7.502 2.093 3.619
H147 8.922 -0.492 2.793
H148 8.973 0.221 4.482
H149 9.846 0.985 3.027
H150 4.156 1.663 0.705
H151 4.731 1.362 2.341
H152 5.162 0.222 0.944
O12 5.182 -3.665 1.635
S2 5.724 -3.243 2.916
O13 5.337 -1.996 3.449
O14 5.355 -4.283 3.973
C76 4.816 -5.575 3.661
C77 3.339 -5.494 3.391
C78 7.414 -3.292 2.742
H153 5.015 -6.149 4.576
H154 5.454 -6.027 2.893
H155 3.218 -4.922 2.449
H156 2.866 -5.103 4.253
H157 3.005 -6.537 3.321
H158 7.482 -2.550 1.943
H159 7.820 -4.235 2.440
H160 7.905 -2.811 3.599
O15 -5.146 -1.980 -1.542
S3 -5.370 -0.694 -0.986
O16 -4.472 0.361 -1.291
O17 -6.802 -0.286 -1.221
C79 -7.222 1.081 -1.735
C80 -8.128 1.813 -0.683
C81 -5.407 -0.831 0.804
H161 -7.674 0.716 -2.613
H162 -6.353 1.683 -2.005
H163 -8.288 2.811 -1.091
H164 -7.819 1.766 0.362
H165 -9.059 1.234 -0.665
H166 -5.724 0.076 1.297
H167 -4.361 -1.055 0.913
H168 -5.943 -1.710 1.124
O18 1.509 1.387 -6.010
S4 2.776 1.225 -5.411
O19 3.941 1.437 -6.217
O20 2.846 2.236 -4.196
C82 4.136 2.709 -3.661
C83 3.919 3.363 -2.337
C84 2.846 -0.299 -4.595
H169 4.399 3.503 -4.346
H170 4.893 1.903 -3.601
H171 3.540 4.376 -2.380
H172 4.935 3.512 -1.933
H173 3.345 2.800 -1.593
H174 1.825 -0.487 -4.355
H175 3.483 -0.534 -3.746
H176 3.201 -0.838 -5.504
O21 7.832 -3.699 -0.575
S5 7.381 -2.343 -0.832
O22 7.490 -1.403 0.267
O23 8.187 -1.783 -2.108
C85 8.084 -0.312 -2.468
C86 7.406 -0.121 -3.816
C87 5.884 -2.300 -1.305
H177 9.122 -0.062 -2.462
H178 7.648 0.172 -1.585
H179 6.360 -0.397 -3.670
H180 7.843 -0.876 -4.486
H181 7.593 0.895 -4.149
H182 5.297 -2.443 -0.428
H183 5.634 -3.058 -2.032
H184 5.628 -1.310 -1.708
O24 -6.717 3.448 -3.434
S6 -6.302 3.399 -4.817
O25 -6.442 4.570 -5.611
O26 -4.768 3.055 -4.853
C88 -4.290 1.922 -4.013
C89 -2.839 1.637 -4.322
C90 -6.950 2.003 -5.639
H185 -4.911 1.053 -4.124
H186 -4.337 2.208 -2.952
H187 -2.163 2.531 -4.302
H188 -2.698 1.144 -5.283
H189 -2.592 0.961 -3.507
H190 -6.898 1.099 -4.999
H191 -6.382 1.800 -6.576
H192 -7.996 2.270 -5.852

Atoms 1-6, force components in eV/Å:
1.4 -1.3 -0.2
-0.3 1.0 -0.2
-0.3 -1.4 2.1
0.4 0.1 -0.6
0.5 0.2 -0.7
0.4 0.3 1.2

These are the Löwdin partial charges, in e, on atoms 1 to 8: number 1, C, carries -0.051; number 2, C, carries -0.448; number 3, C, carries -0.146; number 4, C, carries -0.172; number 5, C, carries -0.161; number 6, C, carries -0.422; number 7, N, carries -0.114; number 8, O, carries -0.031